Here is C32H31NO2P2Pt as an isolated structure from the Open Molecules 2025 dataset. Energies are from ωB97M-V/def2-TZVPD.

Geometry (Å):
1 Pt -0.3938 -0.1441 0.1845
2 P 0.7197 -1.6627 1.4621
3 P -0.7643 1.8971 -0.9171
4 O -1.5636 -0.5414 2.6778
5 O 1.1519 -0.4847 -1.5736
6 N 1.0223 1.2347 1.2945
7 C 1.6665 2.4061 -2.1194
8 C 1.0289 3.0119 2.6594
9 C -1.7405 0.0033 1.6090
10 C 0.6799 2.5453 1.4004
11 C -1.0988 -5.3258 3.5435
12 C -2.3822 2.5068 -1.4883
13 C 0.7147 -3.7712 3.2929
14 C -2.9316 0.9266 1.4542
15 C 2.5329 2.6124 -3.1796
16 C 1.4870 0.8200 2.5004
17 C -0.1708 2.1779 -3.6556
18 C -3.3532 1.5913 -1.8768
19 C -4.8198 3.3910 -2.5061
20 C 1.9777 -2.5287 0.4394
21 C 0.1714 -4.8933 3.9005
22 C 1.5484 1.8973 3.3684
23 C -0.1218 3.1761 0.2875
24 C 3.3534 -2.4241 0.6032
25 C 2.0502 2.5973 -4.4830
26 C -4.5677 2.0329 -2.3857
27 C -0.0144 -3.0741 2.3336
28 C 1.4860 -3.3713 -0.5650
29 C -3.8511 4.3135 -2.1271
30 C -2.6357 3.8710 -1.6302
31 C 2.3482 -4.0863 -1.3781
32 C 0.7018 2.3822 -4.7184
33 C -1.8252 -4.6364 2.5834
34 C 4.2226 -3.1371 -0.2201
35 C -1.2847 -3.5101 1.9791
36 C 0.3088 2.1870 -2.3525
37 C 1.6419 -0.6649 2.7328
38 C 3.7245 -3.9677 -1.2078
39 H 3.5842 2.7871 -2.9892
40 H -1.8803 4.5971 -1.3532
41 H -5.7694 3.7337 -2.8965
42 H 2.6859 -0.9821 2.7546
43 H -2.8184 -4.9684 2.3097
44 H -3.5686 0.6061 0.6319
45 H 0.4595 3.9116 -0.2761
46 H 0.3220 2.3782 -5.7321
47 H -4.0420 5.3744 -2.2234
48 H 2.7260 2.7617 -5.3126
49 H 1.2053 -0.9508 3.6916
50 H 0.8763 4.0081 3.0476
51 H -1.5230 -6.2020 4.0173
52 H 1.1813 -1.4101 -1.8519
53 H 1.7103 -3.4429 3.5705
54 H 4.4016 -4.5230 -1.8436
55 H -3.1485 0.5316 -1.7668
56 H 2.0444 2.4204 -1.1010
57 H 0.7396 -5.4302 4.6491
58 H -2.5884 1.9381 1.2315
59 H -1.0037 3.6980 0.6688
60 H -5.3191 1.3125 -2.6828
61 H -1.8453 -2.9545 1.2371
62 H 1.9505 -4.7391 -2.1447
63 H -3.4867 0.9274 2.3913
64 H 5.2916 -3.0386 -0.0821
65 H 1.8576 1.8780 4.4028
66 H 1.9779 -0.3528 -1.0864
67 H 0.4120 -3.4639 -0.6976
68 H 3.7719 -1.7791 1.3630
69 H -1.2237 2.0161 -3.8491

Summary:
Total charge: 0
Multiplicity: 1
DFT total energy: -61096.8565 eV
Energy relative to the best compared isomer or geometry (same formula, charge and spin): 22.8 kcal per mole
Lowest unoccupied orbital energy: 0.37 eV

=====

Here is a 3-piece molecular cluster, C29H44BN4O8PS2 overall from the Open Molecules 2025 dataset. Energies are from ωB97M-V/def2-TZVPD.

Geometry (Å):
1 S 1.4960 -5.5553 -2.1016
2 S -0.4434 1.7979 -3.5287
3 P -0.4394 0.0183 -2.7646
4 O 6.2141 3.8055 8.5601
5 O 5.3390 5.6590 7.8859
6 O 1.8832 -5.5301 -4.7642
7 O 0.4435 -1.7051 0.1441
8 O -2.6556 5.2158 -7.1360
9 O -3.3755 4.3101 -5.3148
10 O -3.5068 6.5544 -5.5306
11 O 4.5766 3.7244 7.0082
12 N 0.2558 -4.2472 -5.4971
13 N -3.8256 0.9929 -2.2790
14 N 0.1454 -4.3417 -4.1232
15 N -3.5425 0.5153 1.3501
16 C 2.0192 1.0689 -0.1032
17 C 5.3049 4.3365 7.7453
18 C 2.3156 1.5224 2.6267
19 C -3.0802 -3.6120 -0.0656
20 C 1.0723 1.5787 2.0169
21 C -0.8402 -0.6647 3.3893
22 C -1.3496 0.0560 -0.0040
23 C -3.2103 5.4643 -5.9469
24 C -1.4113 -5.1667 -1.2138
25 C -2.8814 -4.9196 -0.8531
26 C 3.4190 1.2242 1.8419
27 C 6.2854 2.3783 8.5123
28 C 0.3624 -6.9540 -1.8485
29 C 1.1082 -5.1032 -3.7280
30 C 1.2797 -4.9488 -5.8130
31 C -2.1037 -1.8754 -1.6921
32 C 4.4050 6.3636 7.0623
33 C -1.0456 -1.6457 2.2273
34 C 0.8909 1.3290 0.6626
35 C -1.7537 -0.3765 -1.4893
36 C -2.9110 0.3969 -1.9331
37 C 3.2676 1.0140 0.4841
38 C -0.5176 1.4026 0.1025
39 C -2.4194 6.3817 -7.9255
40 C 2.4514 1.7585 4.1050
41 C -3.3619 -2.4094 -0.9757
42 C -1.1017 -6.6317 -1.4701
43 C -3.9639 4.4194 -4.0149
44 C -2.5894 0.3246 0.7353
45 B -0.6012 -1.1330 0.8030
46 H -1.1991 0.3330 3.1416
47 H 4.6047 6.1754 6.0095
48 H 0.2093 -0.5750 3.6627
49 H 0.7601 -0.4209 -2.2011
50 H -3.4605 -4.8865 -1.7749
51 H -4.0329 3.4069 -3.6285
52 H 4.5496 7.4160 7.2854
53 H -2.2600 -1.9918 -2.7648
54 H -1.7504 -6.9881 -2.2701
55 H 3.3853 6.0690 7.3017
56 H 0.3981 -7.5818 -2.7350
57 H 0.9405 -2.3030 0.7102
58 H 0.2099 1.8262 2.6223
59 H -0.4950 -2.5675 2.4466
60 H 0.8523 -7.5253 -1.0624
61 H 1.5282 2.1558 4.5176
62 H 5.3348 1.9371 8.8052
63 H -3.3534 6.8982 -8.1385
64 H 2.6351 0.8030 4.6010
65 H -1.0645 2.0402 0.7931
66 H 7.0590 2.0969 9.2198
67 H -0.7035 -0.9641 -3.7250
68 H -2.0960 -1.9350 2.1980
69 H 6.5546 2.0414 7.5132
70 H -3.3357 5.0196 -3.3597
71 H 1.9534 0.9322 -1.1686
72 H 3.2896 2.4072 4.3442
73 H -1.7354 7.0585 -7.4170
74 H -4.9566 4.8600 -4.0851
75 H 4.4044 1.1753 2.2847
76 H -1.4021 -0.9763 4.2674
77 H -1.1741 -4.6269 -2.1309
78 H 1.6648 -5.0821 -6.8083
79 H -0.5162 1.9367 -0.8469
80 H -1.2392 -2.4947 -1.4673
81 H 4.1335 0.8081 -0.1290
82 H -4.0447 -2.7693 -1.7452
83 H -3.8868 -3.7203 0.6578
84 H -0.7515 -4.7647 -0.4434
85 H -1.9720 6.0282 -8.8498
86 H -2.1624 -3.4475 0.4939
87 H -3.9065 -1.6279 -0.4494
88 H -1.3457 -7.2160 -0.5815
89 H -3.2273 -5.7533 -0.2396

Summary:
Total charge: 0
Multiplicity: 1
DFT total energy: -84762.9645 eV
Lowest unoccupied orbital energy: 0.04 eV
Structure (SMILES): CCB(O)[C@@](C#N)(Cc1cccc(C)c1)[C@](C#N)(CCCCCCCSc1nnco1)[PH2]=S.COC(=O)OC.COC(=O)OC

=====

Here is C41H91N5O3 as an isolated structure from the Open Molecules 2025 dataset. Energies are from ωB97M-V/def2-TZVPD.

Geometry (Å):
1 O -1.1699 -0.5146 0.1146
2 O -0.3025 0.9567 -1.2610
3 O -2.1176 0.1265 -1.7821
4 N 1.4078 -2.8614 -1.5725
5 N -4.3660 -0.6409 2.6434
6 N -2.3743 -0.0130 -5.6690
7 N 4.9470 2.8024 0.4101
8 N 0.8257 1.6011 5.1572
9 C -1.1839 0.4072 -4.8194
10 C 5.9754 2.3525 2.7551
11 C -4.6239 -2.1399 -1.0258
12 C -3.0922 -1.7270 -7.4999
13 C 4.7620 3.8941 -0.6513
14 C 1.8218 2.6918 5.3933
15 C -5.0278 -1.2452 3.9298
16 C 0.9620 0.4924 6.2381
17 C 6.9132 3.0267 3.8177
18 C 0.4257 1.8719 2.8085
19 C -0.5925 2.1473 5.0166
20 C -1.9591 -1.2264 -6.6029
21 C 2.6339 2.9963 -0.2920
22 C 5.8028 1.6232 -0.2425
23 C -2.2958 2.3775 -5.4784
24 C 1.0904 0.9681 3.8024
25 C 0.1236 -2.9645 -2.5030
26 C 2.5008 -3.7440 -2.1533
27 C -5.2601 0.5881 2.3870
28 C -3.5118 -0.4984 -4.6574
29 C 5.7318 3.3850 1.6782
30 C -0.3103 -4.4622 -2.7562
31 C 2.4059 -1.2581 7.4061
32 C -2.5757 1.3079 -6.4587
33 C 3.8042 -3.0299 -1.7613
34 C -1.1629 0.1863 -0.9169
35 C -2.9514 -0.1841 2.9345
36 C -5.6147 1.0617 3.7781
37 C -4.6634 -1.0933 0.0516
38 C 3.5692 -1.5983 -1.5786
39 C -2.6897 -2.9290 -8.3941
40 C 1.1892 -3.4015 -0.1444
41 C -0.6784 2.6685 3.5507
42 C 3.5643 2.3093 0.7384
43 C 2.3122 -0.1854 6.2540
44 C -5.3646 -0.1002 4.7495
45 C -4.6082 -1.6960 1.4726
46 C -1.3421 1.8697 -4.4364
47 C 3.5626 3.4237 -1.4530
48 C -1.7755 -4.7057 -3.3093
49 C 2.0144 -1.4566 -1.6122
50 H 5.1010 4.1825 2.0711
51 H 1.9551 -1.0027 8.3651
52 H 0.4089 -4.9235 -3.4330
53 H 3.2097 4.1486 -2.1866
54 H 3.4474 1.2258 0.7624
55 H 1.2376 2.4848 2.4169
56 H -5.5448 -2.6509 -1.3068
57 H 3.8245 2.5106 -1.9875
58 H 2.4500 -4.7738 -1.7999
59 H -4.1406 -1.6613 -1.8776
60 H 3.4543 -1.5187 7.5514
61 H -5.4530 -2.3353 1.7288
62 H -3.8512 -0.3664 0.0395
63 H 6.6566 3.7744 1.2527
64 H -0.3653 3.6985 3.3798
65 H 0.1926 -0.2308 5.9678
66 H 5.7049 4.0503 -1.1752
67 H 2.1556 3.8096 0.2537
68 H -4.9561 1.8989 4.0095
69 H -2.4775 -3.7275 -7.6831
70 H -1.2401 -0.7685 -7.2822
71 H 2.1292 -3.1840 0.3628
72 H -2.9697 0.4440 3.8252
73 H -6.1553 0.2903 1.8409
74 H 5.5848 0.7426 0.3616
75 H -4.5667 0.0990 5.4648
76 H 6.8613 1.8836 -0.2413
77 H -1.9910 -4.3896 -4.3300
78 H 3.3094 2.8173 1.6685
79 H 3.1156 0.5290 6.4334
80 H -1.7104 2.5960 3.2073
81 H -3.2179 2.7367 -5.0215
82 H 1.8724 2.2741 -0.5864
83 H 2.1801 0.9911 3.8150
84 H 1.8781 2.8990 6.4619
85 H -5.5942 -0.5393 -0.0707
86 H -0.2975 -5.1599 -1.9189
87 H 5.0294 1.9760 3.1445
88 H -1.6695 2.1100 -3.4249
89 H -0.8675 2.8501 5.8031
90 H -3.3399 -0.9973 -8.2709
91 H -1.8475 1.3336 -7.2694
92 H 3.9328 -1.0970 -2.4755
93 H 7.9660 3.1934 3.5896
94 H 2.8600 2.3926 5.2495
95 H -0.3271 0.3874 -5.4929
96 H -1.8281 -2.6592 -9.0048
97 H -4.4043 -1.9498 4.4800
98 H 0.6927 -4.3577 -0.3096
99 H 1.5889 -0.9330 -0.7560
100 H 1.5967 3.5702 4.7885
101 H -3.8209 -2.4495 1.4986
102 H -0.6927 -2.4440 -2.0021
103 H -2.3638 -1.0815 3.1281
104 H 6.8718 2.3801 4.6943
105 H 6.6313 1.6308 2.2683
106 H 2.5144 -0.6385 5.2835
107 H 4.0009 -3.2088 -0.7042
108 H -1.9679 3.2763 -6.0007
109 H -1.0897 -0.3767 -4.0678
110 H -0.4164 2.4294 -4.5702
111 H -2.4891 0.3844 2.1276
112 H -3.8794 -2.0966 -6.8429
113 H -4.3797 -0.6364 -5.3023
114 H 4.5609 4.8359 -0.1407
115 H 0.6333 0.8630 7.2090
116 H 1.9139 -2.1969 7.1517
117 H 1.7425 -0.9572 -2.5422
118 H 4.0885 -1.2832 -0.6735
119 H -3.4598 -3.1959 -9.1178
120 H 4.6910 -3.1169 -2.3891
121 H 6.5015 3.9326 4.2625
122 H -3.7274 0.3122 -3.9613
123 H -3.2375 -1.4183 -4.1411
124 H -1.2690 1.2974 5.1065
125 H 0.3764 -2.8168 0.2862
126 H -3.7927 -2.7947 -0.7643
127 H 0.0223 1.1939 2.0564
128 H -2.5446 -4.1707 -2.7522
129 H -6.3520 -0.1867 5.2029
130 H -2.1217 -5.7391 -3.2974
131 H 2.3207 -3.7667 -3.2281
132 H -3.5974 1.3799 -6.8315
133 H -5.9181 -1.8219 3.6790
134 H -1.6199 -1.9682 -5.8798
135 H -4.7801 1.4058 1.8494
136 H 0.2853 -2.4410 -3.4452
137 H -6.6483 1.3894 3.8894
138 H 0.6464 -0.0270 3.7764
139 H -1.3739 0.6741 -2.0442
140 H 5.4287 1.3143 -1.2186

Summary:
Total charge: +4
Multiplicity: 1
DFT total energy: -57547.0003 eV
Energy relative to the best compared isomer or geometry (same formula, charge and spin): 94.7 kcal per mole
Lowest unoccupied orbital energy: -7.97 eV

=====

Here is a 2-piece molecular cluster, C26H37F3NO4Si2 overall from the Open Molecules 2025 dataset. Energies are from ωB97M-V/def2-TZVPD.

Geometry (Å):
1 Si -1.6006 0.7552 -4.1054
2 Si 1.3409 2.6251 -1.9280
3 F -5.2165 -2.4399 5.7785
4 F -5.0545 -0.9388 7.3842
5 F -6.1955 -0.4862 5.5607
6 O -0.1160 1.9436 -1.3120
7 O 2.0298 -3.6910 -3.3377
8 O 2.5453 -4.0910 -1.1823
9 O -0.1553 0.6177 -3.1514
10 N -0.5929 0.7403 -1.7608
11 C -3.8153 -0.5519 5.3973
12 C 1.9215 3.3079 -0.2924
13 C -1.4696 -0.7958 4.9606
14 C 3.2962 0.6029 2.8572
15 C -0.3983 0.7557 3.2912
16 C 2.0272 1.1071 3.0924
17 C 2.1381 -3.2902 -2.1896
18 C 0.2660 -0.0057 0.3225
19 C -2.8140 1.6227 -2.9825
20 C 0.3561 -1.6028 -1.6222
21 C 0.0251 -0.2818 -0.9879
22 C 0.9529 3.8652 -3.2591
23 C 1.8506 -1.8561 -1.7636
24 C -2.7041 1.0987 4.0708
25 C 2.8901 -5.3968 -1.6330
26 C 3.5315 -0.7813 2.8943
27 C -1.4936 0.3402 4.0983
28 C -2.1670 -0.9532 -4.5817
29 C 1.1921 -1.1718 3.4086
30 C -1.1855 1.7972 -5.5866
31 C -5.0657 -1.0991 6.0200
32 C -2.6287 -1.2639 5.5532
33 C 2.5705 1.3751 -2.5765
34 C 0.9230 0.2272 3.3255
35 C -3.8446 0.6674 4.7183
36 C 2.4821 -1.6541 3.2086
37 H -3.7989 1.6993 -3.4657
38 H 0.7153 3.3922 -4.2191
39 H -2.6146 -2.1817 6.1385
40 H -0.5382 -1.3247 5.1376
41 H -1.4797 -1.4217 -5.2990
42 H 4.1176 1.2888 2.6420
43 H 2.6642 -2.7261 3.2874
44 H -0.5614 1.6693 2.7152
45 H -0.1171 -1.6429 -2.6100
46 H 2.8783 3.8381 -0.3908
47 H -0.0675 -2.3980 -0.9799
48 H 1.1819 4.0041 0.1253
49 H -2.2574 -1.6192 -3.7136
50 H 2.2162 -1.2265 -2.5846
51 H 3.1546 -5.9521 -0.7346
52 H -2.1287 1.9884 -6.1211
53 H 2.0420 -5.8615 -2.1477
54 H 2.8434 0.6293 -1.8188
55 H -0.7369 2.7624 -5.3307
56 H 2.3918 -1.6243 -0.8325
57 H 2.2137 0.8618 -3.4795
58 H 3.4863 1.9323 -2.8418
59 H -2.7335 2.0292 3.5047
60 H 1.8475 4.4911 -3.4095
61 H 0.3640 -1.8731 3.5327
62 H -0.0816 0.9259 0.7444
63 H 0.6930 -0.7820 0.9488
64 H 3.7428 -5.3407 -2.3201
65 H -4.7607 1.2505 4.6963
66 H -2.9108 1.0627 -2.0421
67 H 0.1226 4.5274 -2.9811
68 H 2.0548 2.5000 0.4393
69 H 4.5310 -1.1778 2.6969
70 H -3.1564 -0.8883 -5.0606
71 H 1.8425 2.1872 3.0741
72 H -2.4748 2.6319 -2.7194
73 H -0.5068 1.2713 -6.2705

Summary:
Total charge: +1
Multiplicity: 1
DFT total energy: -61143.3848 eV
Lowest unoccupied orbital energy: -6.24 eV

=====

| no. | orbital gap (hartree) |
| --- | --- |
| 1 | 0.2490 |
| 2 | 0.3249 |
| 3 | 0.3344 |
| 4 | 0.1688 |